Formula: C3H11N2O2
Source: OMol25
Level of theory: ωB97M-V/def2-TZVPD

The geometry in ORCA input format:
```
! wB97M-V def2-TZVPD RIJCOSX def2/J DEFGRID3
* xyz -1 1
C 0.25 -0.27 1.07
N 0.36 0.96 0.24
C 1.70 1.19 -0.57
O 2.21 2.41 -0.16
C -0.13 -1.52 0.21
N -1.35 -2.23 0.41
H 1.17 -0.45 1.62
H -0.57 -0.16 1.73
H 0.42 1.82 0.78
H 2.40 0.37 -0.68
H 1.48 1.34 -1.73
H -0.05 -1.26 -0.91
H 0.66 -2.35 0.31
H -1.52 -2.43 1.27
H -2.11 -1.77 -0.10
H -2.03 2.12 -1.10
H -1.07 0.99 -0.96
O -1.82 1.26 -1.44
*
```

## Properties
Max |F|   6.99 eV/A
Gap between HOMO and LUMO   6.442 eV
Energy   -10363.1322 eV
E_LUMO   3.9 eV
Relative energy (zero: lowest compared OMol25 entry of this formula, charge and spin)   38.8 kcal/mol

Formula: C4H13N3
Source: OMol25
Level of theory: ωB97M-V/def2-TZVPD

The geometry in ORCA input format:
```
! wB97M-V def2-TZVPD RIJCOSX def2/J DEFGRID3
* xyz 0 1
N -1.82 2.30 0.73
C -1.55 0.90 1.06
C -0.08 0.62 1.21
C 0.67 0.70 -0.15
N 0.42 -0.46 -0.97
C 1.33 -1.57 -0.90
N 0.85 -2.59 -1.80
H -2.52 2.68 1.35
H -1.04 2.90 0.57
H -2.02 0.26 0.32
H -2.02 0.67 2.02
H 0.08 -0.39 1.59
H 0.41 1.31 1.90
H 0.26 1.54 -0.70
H 1.73 0.87 0.04
H 0.12 -0.26 -1.91
H 1.40 -1.90 0.15
H 2.35 -1.28 -1.19
H -0.06 -2.91 -1.48
H 1.49 -3.37 -1.85
*
```

## Properties
Max |F|   1.38 eV/A
Gap between HOMO and LUMO   9.616 eV
Energy   -8828.6363 eV
E_LUMO   1.2 eV
Relative energy (zero: lowest compared OMol25 entry of this formula, charge and spin)   17.9 kcal/mol

Formula: C16H10ClF4O4
Source: OMol25
Level of theory: ωB97M-V/def2-TZVPD

The geometry in ORCA input format:
```
! wB97M-V def2-TZVPD RIJCOSX def2/J DEFGRID3
* xyz -1 1
F -0.73 2.32 2.74
C 0.45 1.69 2.77
C 0.50 0.38 3.07
F -0.63 -0.29 3.33
C 1.77 -0.33 3.11
O 1.82 -1.50 3.39
C 2.98 0.42 2.82
F 4.16 -0.22 2.86
C 2.93 1.73 2.53
F 4.06 2.40 2.28
C 1.66 2.43 2.48
O 1.62 3.61 2.21
C 2.24 -3.96 -1.61
C 0.92 -3.23 -1.57
O 1.06 -1.84 -1.48
C -0.18 -1.29 -1.30
C -0.26 0.13 -1.41
C -1.47 0.85 -1.38
C -2.70 0.21 -1.13
C -3.88 0.92 -1.16
Cl -5.35 0.10 -0.81
C -3.88 2.28 -1.46
C -2.68 2.93 -1.69
C -1.49 2.24 -1.63
O -1.18 -1.97 -1.08
H 2.11 -5.02 -1.84
H 2.89 -3.52 -2.37
H 2.77 -3.87 -0.67
H 0.32 -3.41 -2.47
H 0.31 -3.55 -0.71
H 0.65 0.66 -1.64
H -2.73 -0.85 -0.95
H -4.81 2.81 -1.48
H -2.68 3.98 -1.93
H -0.56 2.75 -1.81
*
```

## Properties
Max |F|   3.15 eV/A
Gap between HOMO and LUMO   2.601 eV
Energy   -48335.5705 eV
E_LUMO   -0.1 eV
Relative energy (zero: lowest compared OMol25 entry of this formula, charge and spin)   10.5 kcal/mol

Formula: C31H59BFN2O8
Source: OMol25
Level of theory: ωB97M-V/def2-TZVPD

The geometry in ORCA input format:
```
! wB97M-V def2-TZVPD RIJCOSX def2/J DEFGRID3
* xyz 1 1
C 0.48 0.40 6.28
C -0.85 0.86 6.48
C -1.92 1.17 5.34
C -1.45 0.79 3.88
N -1.09 -0.40 3.40
C -0.72 -0.55 1.94
C 0.38 -1.72 1.93
C 1.34 -1.74 0.66
C 0.61 -1.97 -0.73
F -0.11 -3.22 -0.81
C -1.98 -1.09 1.11
C -3.38 -1.02 1.89
C -3.64 -2.21 2.91
N -2.99 -3.51 2.90
O -4.48 -1.98 3.83
C -0.20 0.95 1.69
C 0.06 1.44 0.20
O -1.16 1.79 -0.51
O -0.87 2.24 -1.77
C -1.30 1.74 2.58
B -1.09 3.33 2.84
C -1.54 4.45 1.77
O -0.51 3.75 4.08
H 0.80 -0.57 6.79
H 1.18 1.05 5.66
H -1.18 1.04 7.56
H -2.31 2.23 5.33
H -2.83 0.50 5.57
H -1.04 -1.28 3.93
H 1.05 -1.54 2.85
H -0.11 -2.75 2.13
H 2.04 -2.64 0.81
H 2.04 -0.83 0.59
H 1.32 -1.92 -1.63
H -0.16 -1.14 -0.91
H -2.11 -0.45 0.16
H -1.84 -2.16 0.75
H -4.20 -1.10 1.09
H -3.58 -0.04 2.42
H -2.11 -3.46 2.37
H -2.69 -3.71 3.87
H 0.84 1.06 2.17
H 0.73 0.74 -0.40
H 0.66 2.43 0.28
H -0.11 2.88 -1.78
H -2.26 1.64 1.96
H -2.00 5.32 2.37
H -2.35 4.05 1.09
H -0.62 4.80 1.19
H -0.39 4.73 4.07
C 1.67 -7.50 1.26
C 0.87 -6.86 0.15
C -0.27 -6.22 0.92
O 0.24 -5.87 2.21
C 1.52 -6.49 2.39
H 2.71 -7.69 1.00
H 1.21 -8.45 1.55
H 1.47 -6.08 -0.34
H 0.53 -7.56 -0.61
H -1.10 -6.92 1.06
H -0.66 -5.32 0.42
H 2.28 -5.71 2.33
H 1.57 -6.95 3.38
C 0.30 7.20 -2.20
C 1.67 7.06 -2.84
C 2.00 5.61 -2.57
O 0.76 4.90 -2.54
C -0.32 5.85 -2.50
H -0.29 8.03 -2.59
H 0.41 7.33 -1.12
H 1.59 7.24 -3.92
H 2.41 7.75 -2.44
H 2.48 5.49 -1.59
H 2.65 5.18 -3.33
H -0.81 5.84 -3.48
H -1.05 5.54 -1.74
C 5.59 -1.15 -3.51
C 5.54 0.33 -3.20
C 4.07 0.53 -2.86
O 3.61 -0.70 -2.29
C 4.61 -1.71 -2.51
H 6.59 -1.58 -3.42
H 5.23 -1.33 -4.53
H 6.16 0.55 -2.33
H 5.87 0.96 -4.03
H 3.48 0.73 -3.76
H 3.92 1.35 -2.15
H 5.09 -1.92 -1.55
H 4.12 -2.63 -2.86
C -2.59 -0.20 -3.38
C -2.23 -0.47 -4.82
C -3.59 -0.51 -5.49
O -4.44 0.38 -4.74
C -3.78 0.74 -3.52
H -1.78 0.24 -2.79
H -2.91 -1.13 -2.89
H -1.64 0.36 -5.21
H -1.66 -1.39 -4.96
H -4.03 -1.51 -5.44
H -3.55 -0.19 -6.53
H -3.45 1.78 -3.61
H -4.48 0.66 -2.69
*
```

## Properties
Max |F|   3.80 eV/A
Gap between HOMO and LUMO   7.201 eV
Energy   -55844.5449 eV
E_LUMO   -3.7 eV

Formula: C46H42F10N3OP2Sr
Source: OMol25
Level of theory: ωB97M-V/def2-TZVPD

The geometry in ORCA input format:
```
! wB97M-V def2-TZVPD RIJCOSX def2/J DEFGRID3
* xyz -1 1
Sr 1.12 -0.30 0.04
C 0.19 -3.58 0.59
N 0.93 -2.52 1.29
C 0.15 -2.10 2.49
C 0.65 -0.84 3.20
N 0.50 0.34 2.34
C 0.67 1.56 2.88
C 0.44 2.67 2.03
F 0.14 2.38 0.73
C 0.52 3.98 2.40
F 0.27 4.95 1.51
C 0.87 4.31 3.70
F 0.95 5.60 4.10
C 1.12 3.28 4.58
F 1.48 3.56 5.84
C 1.04 1.95 4.18
F 1.35 1.02 5.13
C 2.31 -2.96 1.60
C 3.31 -2.66 0.48
N 3.29 -1.22 0.22
C 4.37 -0.51 -0.19
C 4.24 0.91 -0.29
F 3.00 1.45 -0.07
C 5.25 1.78 -0.60
F 5.01 3.10 -0.64
C 6.51 1.30 -0.88
F 7.53 2.13 -1.16
C 6.70 -0.07 -0.85
F 7.91 -0.57 -1.15
C 5.66 -0.93 -0.54
F 5.94 -2.26 -0.59
H -0.09 -4.39 1.29
H -0.72 -3.17 0.14
H 0.80 -3.99 -0.20
H -0.87 -1.91 2.16
H 0.12 -2.92 3.23
H 0.05 -0.75 4.12
H 1.68 -0.98 3.54
H 2.65 -2.41 2.48
H 2.33 -4.03 1.84
H 4.29 -3.03 0.80
H 3.05 -3.23 -0.42
C -1.63 1.11 -1.71
C -2.98 1.71 -1.32
P -3.47 1.29 0.42
C -5.23 1.81 0.35
C -5.49 3.18 0.31
C -6.79 3.66 0.25
C -7.86 2.78 0.25
C -7.62 1.42 0.30
C -6.32 0.93 0.34
C -3.63 -0.53 0.35
C -3.78 -1.25 -0.84
C -3.84 -2.64 -0.82
C -3.77 -3.32 0.39
C -3.62 -2.62 1.58
C -3.54 -1.23 1.55
P -0.78 1.78 -3.22
C -1.10 3.58 -3.15
C -0.93 4.29 -1.96
C -1.03 5.67 -1.92
C -1.29 6.39 -3.09
C -1.44 5.70 -4.29
C -1.34 4.31 -4.32
C -2.03 1.20 -4.45
C -3.30 1.76 -4.64
C -4.20 1.19 -5.52
C -3.86 0.05 -6.24
C -2.60 -0.51 -6.07
C -1.69 0.07 -5.19
H -1.72 0.05 -1.94
H -0.95 1.08 -0.86
H -3.75 1.36 -2.01
H -2.98 2.80 -1.36
H -4.66 3.88 0.34
H -6.96 4.73 0.22
H -8.88 3.16 0.21
H -8.45 0.72 0.29
H -6.15 -0.14 0.37
H -3.86 -0.74 -1.79
H -3.94 -3.19 -1.75
H -3.81 -4.41 0.40
H -3.55 -3.15 2.52
H -3.38 -0.68 2.47
H -0.70 3.76 -1.04
H -0.90 6.19 -0.98
H -1.37 7.46 -3.06
H -1.62 6.24 -5.21
H -1.45 3.80 -5.27
H -3.58 2.65 -4.09
H -5.18 1.63 -5.65
H -4.57 -0.40 -6.92
H -2.32 -1.40 -6.62
H -0.71 -0.38 -5.06
C -0.29 -3.03 -3.20
C 0.84 -2.20 -2.56
C 1.83 -1.71 -3.62
O 0.36 -1.15 -1.80
H -0.17 -3.15 -4.28
H -1.24 -2.51 -3.01
H -0.37 -4.04 -2.77
H 1.43 -2.90 -1.93
H 1.33 -1.09 -4.37
H 2.32 -2.55 -4.14
H 2.61 -1.10 -3.16
*
```

## Properties
Max |F|   1.82 eV/A
Gap between HOMO and LUMO   6.784 eV
Energy   -101491.4727 eV
E_LUMO   2.3 eV

Formula: H6NP3
Source: OMol25
Level of theory: ωB97M-V/def2-TZVPD

The geometry in ORCA input format:
```
! wB97M-V def2-TZVPD RIJCOSX def2/J DEFGRID3
* xyz 0 1
N 0.81 -0.06 1.53
P 0.41 -1.17 -1.55
P -1.48 1.73 -0.13
P -0.25 -0.13 0.32
H 1.47 -0.79 1.26
H 1.72 -0.55 -1.73
H 0.98 -2.20 -0.74
H -0.51 2.82 -0.40
H -1.31 1.98 1.27
H -1.84 -1.62 0.18
*
```

## Properties
Max |F|   2.75 eV/A
Gap between HOMO and LUMO   7.930 eV
Energy   -29449.6096 eV
E_LUMO   -0.8 eV
Relative energy (zero: lowest compared OMol25 entry of this formula, charge and spin)   70.3 kcal/mol

Formula: C6H8F2INO
Source: OMol25
Level of theory: ωB97M-V/def2-TZVPD

The geometry in ORCA input format:
```
! wB97M-V def2-TZVPD RIJCOSX def2/J DEFGRID3
* xyz 0 1
C -1.42 1.33 1.59
C -1.45 5.02 0.89
C -1.18 -0.56 0.41
C 0.92 0.43 1.07
C -0.63 -0.60 -1.02
C 1.47 0.20 -0.29
N -0.56 0.51 1.14
O 0.77 -0.86 -0.97
F -0.75 2.26 2.44
F -0.21 4.99 0.61
I -2.30 3.67 -0.40
H -2.23 -0.41 0.47
H -0.93 -1.57 0.92
H 1.04 -0.44 1.63
H 1.36 1.21 1.68
H -1.03 -1.33 -1.70
H -0.83 0.44 -1.41
H 1.24 1.05 -0.87
H 2.62 -0.20 -0.36
*
```

## Properties
Max |F|   3.73 eV/A
Gap between HOMO and LUMO   8.697 eV
Energy   -23418.7017 eV
E_LUMO   -0.4 eV

Formula: C2H9BF3NO2P
Source: OMol25
Level of theory: ωB97M-V/def2-TZVPD

The geometry in ORCA input format:
```
! wB97M-V def2-TZVPD RIJCOSX def2/J DEFGRID3
* xyz -1 1
N -1.16 2.17 -2.13
B -0.91 0.72 -2.05
O -0.92 -0.01 -3.24
P -0.57 -0.17 -0.34
C -0.30 -1.13 1.33
O 0.48 -0.45 2.38
C 1.80 -0.46 2.31
F 2.31 -1.02 1.20
F 2.32 0.78 2.42
F 2.33 -1.17 3.37
H -0.30 2.69 -2.21
H -1.55 2.45 -1.24
H -0.04 -0.26 -3.51
H 0.55 0.76 -0.01
H 0.38 -1.12 -1.03
H -1.70 -1.15 -0.57
H -1.51 0.74 0.40
H -1.28 -1.22 1.77
H 0.08 -2.13 1.15
*
```

## Properties
Max |F|   0.81 eV/A
Gap between HOMO and LUMO   6.427 eV
Energy   -25922.0324 eV
E_LUMO   3.4 eV
Relative energy (zero: lowest compared OMol25 entry of this formula, charge and spin)   0.0 kcal/mol

Formula: C5H4Br2O2
Source: OMol25
Level of theory: ωB97M-V/def2-TZVPD

The geometry in ORCA input format:
```
! wB97M-V def2-TZVPD RIJCOSX def2/J DEFGRID3
* xyz 0 1
C 1.26 -1.26 -0.07
C 0.29 -0.16 0.20
C 0.60 1.14 0.09
C -0.69 1.97 -0.01
O -0.95 3.13 -0.19
O -1.65 1.09 0.00
C -1.20 -0.41 0.20
Br -1.73 -1.38 -1.44
Br -2.13 -1.04 1.79
H 1.53 -1.80 0.85
H 2.17 -0.75 -0.42
H 0.89 -2.05 -0.89
H 1.60 1.52 -0.12
*
```

## Properties
Max |F|   4.82 eV/A
Gap between HOMO and LUMO   10.171 eV
Energy   -149428.4507 eV
E_LUMO   -0.4 eV
Relative energy (zero: lowest compared OMol25 entry of this formula, charge and spin)   0.0 kcal/mol

Formula: C27H39NO5
Source: OMol25
Level of theory: ωB97M-V/def2-TZVPD

The geometry in ORCA input format:
```
! wB97M-V def2-TZVPD RIJCOSX def2/J DEFGRID3
* xyz 0 1
C 3.83 2.54 -1.82
C 3.83 1.72 -2.85
C 4.79 1.88 -4.00
C 5.66 0.64 -4.12
C 4.80 -0.61 -4.25
C 3.82 -0.76 -3.07
C 4.59 -0.99 -1.77
C 2.91 -1.97 -3.37
C 1.66 -2.07 -2.50
O 1.95 -2.59 -1.20
C 1.08 -2.12 -0.30
O 1.09 -2.42 0.86
C 0.09 -1.19 -1.00
C -0.49 -0.12 -0.06
N -1.90 0.11 -0.37
C -2.79 -0.82 0.32
C -2.82 -0.67 1.82
C -1.98 -1.42 2.63
C -1.97 -1.22 4.00
C -2.79 -0.29 4.61
O -2.79 -0.05 5.96
C -1.93 -0.82 6.77
C -3.67 0.46 3.80
O -4.56 1.42 4.20
C -4.86 1.61 5.57
C -3.66 0.26 2.43
C -2.30 1.51 -0.27
C -1.79 2.27 -1.51
C -2.52 3.60 -1.67
O -1.99 1.49 -2.67
C 0.90 -0.76 -2.23
C 1.87 0.39 -1.93
C 2.94 0.51 -3.01
H 3.17 2.44 -0.98
H 4.50 3.38 -1.78
H 5.41 2.77 -3.85
H 4.22 2.01 -4.93
H 6.30 0.56 -3.24
H 6.31 0.73 -4.99
H 5.43 -1.50 -4.31
H 4.23 -0.55 -5.18
H 3.95 -1.42 -1.00
H 5.00 -0.06 -1.40
H 5.40 -1.69 -1.94
H 3.48 -2.89 -3.25
H 2.57 -1.91 -4.40
H 0.97 -2.79 -2.98
H -0.73 -1.83 -1.33
H 0.06 0.81 -0.16
H -0.36 -0.46 0.98
H -2.47 -1.83 0.06
H -3.80 -0.67 -0.09
H -1.33 -2.17 2.20
H -1.30 -1.82 4.59
H -2.11 -0.47 7.79
H -2.16 -1.89 6.71
H -0.88 -0.66 6.52
H -4.01 2.01 6.12
H -5.67 2.34 5.58
H -5.20 0.69 6.04
H -4.35 0.85 1.84
H -3.39 1.54 -0.29
H -1.95 2.00 0.65
H -0.71 2.48 -1.40
H -2.37 4.22 -0.79
H -3.58 3.43 -1.82
H -2.13 4.13 -2.54
H -2.00 0.57 -2.35
H 0.27 -0.49 -3.08
H 1.31 1.32 -1.90
H 2.34 0.23 -0.96
H 2.43 0.60 -3.97
*
```

## Properties
Max |F|   0.84 eV/A
Gap between HOMO and LUMO   8.736 eV
Energy   -40359.4643 eV
E_LUMO   0.7 eV
Relative energy (zero: lowest compared OMol25 entry of this formula, charge and spin)   4.8 kcal/mol

Formula: C21H31LiN3NbO
Source: OMol25
Level of theory: ωB97M-V/def2-TZVPD

The geometry in ORCA input format:
```
! wB97M-V def2-TZVPD RIJCOSX def2/J DEFGRID3
* xyz 2 1
N 1.91 -0.10 -0.21
C 3.02 -0.67 -0.03
O 3.89 -1.27 -0.63
Li 2.40 -0.68 -2.22
Nb -0.07 0.01 -0.44
N -0.35 -1.55 -1.66
N -0.08 1.70 -1.41
C -0.22 -2.98 -1.28
C 0.54 3.01 -1.52
C 0.93 -3.57 -2.09
C -1.52 -3.72 -1.64
C 0.03 -3.15 0.21
C 0.20 3.62 -2.87
C -0.02 3.92 -0.41
C 2.05 2.90 -1.38
H 0.79 -3.39 -3.17
H 0.96 -4.65 -1.93
H 1.90 -3.13 -1.80
H -2.39 -3.26 -1.17
H -1.44 -4.76 -1.29
H -1.68 -3.76 -2.72
H 0.93 -2.63 0.56
H 0.19 -4.22 0.41
H -0.83 -2.83 0.81
H 0.50 2.95 -3.68
H 0.74 4.57 -2.98
H -0.87 3.83 -2.97
H -1.10 4.04 -0.52
H 0.44 4.91 -0.49
H 0.19 3.51 0.58
H 2.35 2.38 -0.45
H 2.48 3.91 -1.38
H 2.48 2.35 -2.23
C -1.55 1.66 -1.66
H -2.01 0.72 -1.26
H -2.07 2.50 -1.17
H -1.76 1.70 -2.74
C -0.83 -1.35 -3.05
H -1.92 -1.50 -3.14
H -0.58 -0.35 -3.41
H -0.32 -2.05 -3.72
C 1.29 0.13 5.38
C 2.04 0.15 4.19
C 1.40 0.12 2.96
C -0.01 0.11 2.86
C -0.75 0.08 1.63
C -2.15 0.03 1.61
C -2.87 0.03 2.82
C -2.19 0.06 4.02
C -0.78 0.10 4.08
C -0.10 0.09 5.32
H 1.79 0.13 6.34
H 3.13 0.17 4.23
H 1.98 0.08 2.04
H -2.70 -0.01 0.66
H -3.96 0.01 2.80
H -2.74 0.04 4.97
H -0.70 0.06 6.23
*
```

## Properties
Max |F|   6.15 eV/A
Gap between HOMO and LUMO   4.976 eV
Energy   -30538.1257 eV
E_LUMO   -8.7 eV

Formula: CH5ClNP
Source: OMol25
Level of theory: ωB97M-V/def2-TZVPD

The geometry in ORCA input format:
```
! wB97M-V def2-TZVPD RIJCOSX def2/J DEFGRID3
* xyz 0 1
C 0.42 -1.07 -0.49
N 0.22 1.48 0.56
P -0.36 0.61 -0.73
Cl -2.96 -0.37 0.62
H 0.98 -1.14 0.50
H 1.04 -1.30 -1.35
H -0.23 -1.96 -0.63
H 0.88 1.31 1.17
H 0.01 2.44 0.34
*
```

## Properties
Max |F|   6.95 eV/A
Gap between HOMO and LUMO   7.238 eV
Energy   -24418.2384 eV
E_LUMO   -1.5 eV
Relative energy (zero: lowest compared OMol25 entry of this formula, charge and spin)   49.7 kcal/mol

Formula: C6H10N
Source: OMol25
Level of theory: ωB97M-V/def2-TZVPD

The geometry in ORCA input format:
```
! wB97M-V def2-TZVPD RIJCOSX def2/J DEFGRID3
* xyz 1 1
C 0.40 1.64 -1.07
N -0.04 0.76 -0.26
C -1.38 0.92 0.41
C 0.71 -0.54 0.24
C 0.40 -1.70 -0.67
C 0.84 -0.49 1.71
C 1.87 -0.20 1.01
H -0.23 2.55 -1.15
H 1.38 1.60 -1.68
H -1.79 -0.07 0.44
H -2.06 1.69 0.00
H -1.43 1.13 1.62
H -0.11 -1.33 -1.59
H -0.43 -2.23 -0.31
H 1.22 -2.31 -0.99
H 0.33 -0.39 2.68
H 2.84 0.34 0.98
*
```

## Properties
Max |F|   3.30 eV/A
Gap between HOMO and LUMO   10.407 eV
Energy   -7863.4831 eV
E_LUMO   -4.5 eV
Relative energy (zero: lowest compared OMol25 entry of this formula, charge and spin)   66.1 kcal/mol